No. 1
{"formula": "C33H49N5O6PS4Tl", "method": "wB97M-V/def2-TZVPD", "elements": ["Tl", "C", "C", "S", "C", "C", "S", "C", "C", "S", "H", "H", "H", "H", "H", "H", "H", "H", "H", "H", "H", "H", "C", "C", "C", "O", "C", "O", "O", "H", "H", "H", "H", "H", "H", "H", "O", "C", "O", "C", "C", "C", "C", "C", "C", "S", "H", "H", "H", "H", "C", "N", "C", "N", "C", "N", "C", "P", "C", "C", "H", "H", "H", "H", "H", "H", "H", "H", "H", "H", "H", "H", "C", "C", "N", "C", "C", "C", "O", "C", "C", "C", "C", "N", "C", "H", "H", "H", "H", "H", "H", "H", "H", "H", "H", "H", "H", "H", "H"], "coordinates": [[-0.264, 0.433, 0.231], [-1.592, 3.188, -3.929], [-0.943, 2.767, -2.620], [-1.904, 3.151, -1.109], [-3.561, 2.440, -1.448], [-3.681, 0.927, -1.386], [-2.443, -0.027, -2.323], [-3.187, -0.223, -3.979], [-3.252, 1.019, -4.846], [-1.640, 1.834, -5.161], [-1.020, 3.979, -4.412], [-2.614, 3.542, -3.805], [0.004, 3.279, -2.459], [-0.741, 1.696, -2.622], [-3.895, 2.837, -2.405], [-4.191, 2.866, -0.665], [-4.672, 0.623, -1.734], [-3.554, 0.589, -0.356], [-4.188, -0.636, -3.844], [-2.552, -0.971, -4.452], [-3.926, 1.763, -4.430], [-3.612, 0.727, -5.833], [1.729, -0.436, -3.883], [1.955, -0.556, -2.380], [3.056, -1.569, -2.062], [0.741, -0.958, -1.727], [2.440, 0.832, -1.794], [3.395, 1.340, -2.364], [1.842, 1.261, -0.778], [1.646, -1.419, -4.349], [2.567, 0.095, -4.325], [0.818, 0.128, -4.082], [2.814, -2.557, -2.460], [3.171, -1.640, -0.982], [3.991, -1.224, -2.493], [0.339, -1.653, -2.260], [-4.283, 0.921, 1.641], [-3.489, 1.491, 2.346], [-2.284, 0.902, 2.620], [-3.576, 2.781, 3.011], [-4.640, 3.680, 2.998], [-4.535, 4.839, 3.737], [-3.383, 5.104, 4.481], [-2.315, 4.228, 4.493], [-2.419, 3.064, 3.746], [-1.261, 1.781, 3.580], [-5.527, 3.441, 2.433], [-5.349, 5.546, 3.748], [-3.324, 6.006, 5.069], [-1.423, 4.428, 5.064], [-2.602, -5.156, 1.585], [-3.402, -3.945, 1.588], [-4.302, -3.973, 0.449], [-3.607, -4.140, -0.817], [-2.790, -5.338, -0.765], [-1.859, -5.353, 0.350], [-0.821, -4.361, 0.190], [-1.451, -2.580, 0.090], [-2.579, -2.754, 1.591], [-2.821, -2.975, -1.142], [-3.273, -6.012, 1.715], [-1.898, -5.120, 2.422], [-4.874, -3.041, 0.426], [-4.988, -4.817, 0.573], [-2.227, -5.421, -1.700], [-3.456, -6.202, -0.669], [-0.262, -4.587, -0.726], [-0.135, -4.442, 1.041], [-3.228, -1.873, 1.636], [-1.957, -2.760, 2.492], [-2.371, -3.114, -2.131], [-3.490, -2.113, -1.191], [5.652, 0.675, -0.220], [4.952, 1.710, 0.657], [5.333, 1.643, 2.058], [6.329, 2.574, 2.548], [7.735, 2.254, 2.048], [4.882, 0.702, 2.905], [5.232, 0.604, 4.070], [3.883, -0.268, 2.342], [4.257, -1.578, 2.066], [3.303, -2.462, 1.594], [2.010, -1.997, 1.414], [1.637, -0.759, 1.708], [2.548, 0.079, 2.175], [5.294, 0.811, -1.237], [5.400, -0.334, 0.096], [6.733, 0.787, -0.196], [3.872, 1.586, 0.551], [5.198, 2.709, 0.293], [6.300, 2.505, 3.638], [6.044, 3.585, 2.246], [7.983, 1.222, 2.278], [8.455, 2.900, 2.542], [7.819, 2.404, 0.974], [5.281, -1.889, 2.211], [3.559, -3.483, 1.356], [1.236, -2.633, 1.009], [2.202, 1.073, 2.424]], "mulliken_charge": [1.262, -0.850, 0.696, -0.057, -0.770, -0.198, 0.113, -1.068, -0.734, -0.107, 0.351, 0.349, 0.449, -0.842, 0.327, 0.394, 0.705, -0.268, 0.417, 0.459, 0.286, 0.450, -1.921, 1.677, -1.937, 0.383, 0.163, -0.778, -0.633, 0.468, 0.462, 0.210, 0.514, 0.150, 0.446, -0.015, -0.656, 0.950, -0.032, -0.588, -0.351, -0.752, -0.407, -0.708, 0.749, 0.034, 0.490, 0.401, 0.403, 0.429, -1.010, 0.237, -1.025, 0.182, -0.967, 0.145, -1.357, 1.654, -1.637, -1.229, 0.311, 0.397, 0.373, 0.270, 0.418, 0.311, 0.399, 0.511, 0.556, 0.374, 0.412, 0.455, -0.711, -0.362, 0.237, -0.685, -1.157, 0.204, -0.702, 0.178, -0.354, -0.889, -0.042, -0.056, -0.118, 0.244, 0.022, 0.437, -0.223, 0.384, 0.460, 0.362, 0.312, 0.412, 0.283, 0.486, 0.444, 0.047, 0.487], "e_lumo_ev": -0.20, "orbital_gap_ev": 7.466, "homo_ev": -7.66, "e_tot_ha": -4118.710147}

---

No. 2
{"formula": "C5H12", "method": "wB97M-V/def2-TZVPD", "elements": ["C", "C", "C", "H", "H", "H", "H", "H", "H", "C", "C", "H", "H", "H", "H", "H", "H"], "coordinates": [[-1.823, -0.469, -1.250], [-1.744, 0.614, -0.496], [-1.990, 0.598, 0.991], [-1.792, -0.427, -2.333], [-2.045, -1.425, -0.785], [-1.525, 1.580, -0.945], [-1.084, 0.933, 1.502], [-2.197, -0.428, 1.278], [-2.817, 1.220, 1.333], [2.551, 0.334, -0.006], [1.710, -0.912, 0.159], [2.038, 1.237, 0.355], [3.517, 0.320, 0.523], [2.841, 0.548, -1.041], [1.961, -1.739, -0.504], [0.654, -0.663, 0.045], [1.746, -1.323, 1.175]], "mulliken_charge": [-0.738, 0.053, -0.960, 0.260, 0.232, 0.292, 0.236, 0.273, 0.332, -0.874, -0.406, 0.260, 0.299, 0.269, 0.325, -0.121, 0.268], "e_lumo_ev": 1.18, "orbital_gap_ev": 10.856, "homo_ev": -9.68, "de_lowest_kj_mol": 120.32, "e_tot_ha": -197.663317}

---

No. 3
{"formula": "C9H10N", "method": "wB97M-V/def2-TZVPD", "elements": ["C", "C", "C", "C", "C", "C", "C", "C", "C", "N", "H", "H", "H", "H", "H", "H", "H", "H", "H", "H"], "coordinates": [[2.489, 0.939, -0.718], [3.541, 0.272, -0.131], [3.072, -0.900, 0.494], [1.703, -1.137, 0.267], [0.985, -0.151, -0.357], [-2.133, 1.452, -0.346], [-1.934, 0.984, 1.104], [-1.848, 0.067, 0.018], [-2.033, -1.154, -0.629], [1.258, 1.129, -0.713], [4.603, 0.594, -0.304], [3.636, -1.560, 1.263], [1.288, -2.031, 0.558], [-3.091, 1.513, -0.904], [-1.287, 2.103, -0.741], [-1.036, 1.381, 1.637], [-2.871, 1.126, 1.765], [-1.479, -2.038, -0.211], [-1.841, -1.059, -1.676], [-3.021, -1.531, -0.375]], "mulliken_charge": [0.226, -0.372, -0.257, -0.527, 0.259, -0.454, -0.549, 0.736, -1.011, -0.289, 0.369, 0.342, 0.422, 0.286, 0.239, 0.248, 0.282, 0.301, 0.322, 0.428], "total_charge": 1, "e_lumo_ev": [-5.61, -5.60], "orbital_gap_ev": [6.427, 6.429], "homo_ev": [-12.03, -12.03], "de_lowest_kj_mol": 802.95, "e_tot_ha": -403.134932}

---

No. 4
{"formula": "C52H75B2CdN14OS3", "method": "wB97M-V/def2-TZVPD", "elements": ["Cd", "C", "C", "C", "C", "N", "N", "B", "N", "N", "C", "C", "C", "C", "C", "S", "C", "C", "C", "C", "N", "N", "C", "C", "C", "C", "C", "S", "C", "C", "C", "C", "C", "S", "C", "C", "C", "C", "H", "H", "H", "H", "H", "H", "H", "H", "H", "H", "H", "H", "H", "H", "H", "H", "H", "H", "H", "H", "H", "H", "H", "H", "H", "H", "H", "H", "H", "H", "H", "H", "H", "H", "H", "H", "H", "H", "H", "C", "C", "C", "C", "C", "N", "N", "B", "N", "N", "C", "C", "C", "C", "C", "N", "N", "C", "C", "C", "C", "C", "H", "H", "H", "H", "H", "H", "H", "H", "H", "H", "H", "H", "H", "H", "H", "H", "H", "H", "H", "H", "H", "H", "C", "C", "N", "C", "C", "C", "O", "C", "C", "C", "C", "N", "C", "H", "H", "H", "H", "H", "H", "H", "H", "H", "H", "H", "H", "H", "H"], "coordinates": [[0.244, 0.744, -2.001], [0.244, 5.605, 0.445], [-0.539, 4.533, 1.128], [-1.594, 4.789, 1.936], [-2.337, 3.733, 2.546], [-2.011, 2.495, 2.352], [-0.948, 2.245, 1.556], [-0.552, 0.807, 1.579], [0.828, 0.541, 2.099], [1.199, 1.301, 3.138], [2.337, 1.020, 3.703], [3.144, -0.050, 3.218], [2.761, -0.800, 2.151], [3.580, -1.910, 1.576], [1.514, -0.464, 1.545], [0.829, -1.172, 0.178], [2.719, 1.908, 4.885], [1.614, 1.812, 5.945], [2.830, 3.355, 4.389], [4.051, 1.477, 5.501], [-1.588, -0.191, 1.942], [-1.431, -0.755, 3.151], [-2.386, -1.522, 3.580], [-3.555, -1.740, 2.789], [-3.697, -1.182, 1.560], [-4.899, -1.389, 0.696], [-2.615, -0.373, 1.083], [-2.498, 0.332, -0.438], [-2.181, -2.116, 4.973], [-0.822, -2.824, 5.024], [-2.194, -0.964, 5.989], [-3.285, -3.112, 5.325], [-0.199, 3.155, 0.907], [1.042, 2.650, -0.123], [-3.526, 4.025, 3.446], [-4.135, 2.730, 3.981], [-4.581, 4.793, 2.637], [-3.043, 4.883, 4.625], [-0.160, 6.588, 0.679], [0.229, 5.451, -0.636], [1.292, 5.565, 0.748], [-1.899, 5.814, 2.103], [4.090, -0.261, 3.698], [4.519, -2.025, 2.114], [3.785, -1.714, 0.521], [3.025, -2.851, 1.614], [0.653, 2.117, 5.530], [1.854, 2.463, 6.788], [1.518, 0.790, 6.321], [1.883, 3.689, 3.961], [3.605, 3.451, 3.624], [3.088, 4.013, 5.221], [4.016, 0.449, 5.868], [4.276, 2.122, 6.351], [4.878, 1.569, 4.793], [-4.344, -2.370, 3.174], [-5.676, -1.931, 1.233], [-4.629, -1.952, -0.200], [-5.292, -0.431, 0.354], [-0.022, -2.153, 4.709], [-0.814, -3.702, 4.373], [-0.619, -3.154, 6.044], [-1.407, -0.242, 5.761], [-2.032, -1.354, 6.995], [-3.154, -0.441, 5.977], [-3.330, -3.938, 4.612], [-4.267, -2.637, 5.374], [-3.081, -3.537, 6.309], [-4.493, 2.094, 3.169], [-4.978, 2.976, 4.628], [-3.407, 2.157, 4.559], [-4.934, 4.197, 1.792], [-4.195, 5.739, 2.251], [-5.437, 5.021, 3.274], [-2.275, 4.358, 5.199], [-3.881, 5.095, 5.291], [-2.631, 5.839, 4.296], [-1.665, -2.657, -2.096], [-1.141, -2.011, -3.337], [-1.128, -2.542, -4.625], [-0.622, -1.541, -5.436], [-0.407, -1.560, -6.914], [-0.343, -0.483, -4.657], [-0.649, -0.773, -3.356], [0.070, 0.954, -5.105], [-0.937, 1.991, -4.543], [-1.088, 2.236, -3.203], [-2.012, 3.180, -3.088], [-2.437, 3.736, -1.769], [-2.473, 3.559, -4.355], [-1.769, 2.782, -5.250], [-1.856, 2.765, -6.742], [1.517, 1.317, -4.661], [1.835, 1.548, -3.355], [3.101, 1.947, -3.322], [3.791, 2.302, -2.046], [3.619, 1.976, -4.619], [2.581, 1.575, -5.442], [2.572, 1.433, -6.929], [-1.861, -3.712, -2.285], [-2.596, -2.180, -1.788], [-0.971, -2.575, -1.259], [-1.452, -3.524, -4.933], [-0.718, -2.524, -7.310], [0.643, -1.411, -7.165], [-0.982, -0.779, -7.413], [0.035, 0.991, -6.297], [-1.972, 3.189, -0.953], [-3.518, 3.660, -1.650], [-2.163, 4.790, -1.690], [-3.217, 4.305, -4.585], [-2.618, 3.472, -7.065], [-2.125, 1.776, -7.115], [-0.909, 3.047, -7.202], [3.555, 1.591, -1.250], [3.492, 3.293, -1.701], [4.870, 2.307, -2.194], [4.616, 2.256, -4.921], [3.547, 1.713, -7.322], [1.818, 2.070, -7.390], [2.365, 0.405, -7.230], [0.103, -7.245, -2.298], [1.568, -7.230, -1.883], [2.125, -5.880, -1.784], [2.335, -5.324, -0.452], [1.040, -4.997, 0.282], [2.448, -5.258, -2.946], [2.336, -5.802, -4.034], [2.977, -3.854, -2.871], [4.308, -3.589, -3.159], [4.741, -2.275, -3.121], [3.820, -1.278, -2.826], [2.533, -1.517, -2.578], [2.138, -2.788, -2.597], [-0.272, -8.270, -2.309], [-0.005, -6.828, -3.298], [-0.510, -6.665, -1.605], [2.159, -7.788, -2.608], [1.697, -7.701, -0.907], [2.945, -4.427, -0.542], [2.915, -6.049, 0.126], [0.420, -4.332, -0.319], [1.257, -4.498, 1.229], [0.465, -5.900, 0.498], [4.984, -4.398, -3.404], [5.772, -2.019, -3.328], [4.131, -0.242, -2.809], [1.091, -2.970, -2.382]], "mulliken_charge": [3.560, -1.962, 0.988, -1.140, -0.016, -0.671, 0.878, -1.455, 1.200, -0.728, -0.391, -0.337, -0.294, -1.340, -0.688, 1.342, 2.067, -1.457, -1.503, -2.208, 0.978, -0.727, -0.258, -0.480, -0.071, -1.680, 1.069, -0.322, 2.208, -1.541, -1.473, -2.247, 0.479, -0.272, 1.990, -1.854, -1.763, -1.624, 0.493, 0.318, 0.349, 0.486, 0.657, 0.508, 0.198, 0.088, 0.182, 0.433, 0.381, 0.215, 0.365, 0.421, 0.429, 0.414, 0.421, 0.593, 0.460, 0.253, 0.329, 0.170, 0.384, 0.436, 0.189, 0.439, 0.341, 0.464, 0.385, 0.430, 0.289, 0.489, 0.350, 0.342, 0.367, 0.471, 0.283, 0.478, 0.354, -0.648, 0.073, -1.530, 0.978, -1.432, 1.003, -0.161, -1.368, 0.100, 0.173, 0.421, -0.420, -2.080, 1.167, -1.386, 0.927, 0.116, -0.086, -1.212, -1.410, 0.999, -1.368, 0.431, 0.074, -0.171, 0.502, 0.409, 0.199, 0.215, -0.131, -0.493, 0.369, 0.298, 0.496, 0.341, 0.269, 0.253, 0.190, 0.294, 0.433, 0.494, 0.394, 0.219, 0.192, -1.031, -0.856, 0.309, -0.834, -0.571, 0.271, -0.656, -0.260, -0.508, -1.350, -0.015, 0.698, 0.145, 0.396, 0.300, 0.231, 0.440, 0.413, 0.284, 0.377, -0.077, 0.354, 0.433, 0.544, 0.515, 0.098, 0.305], "total_charge": 1, "e_lumo_ev": -3.24, "orbital_gap_ev": 7.234, "homo_ev": -10.47, "de_lowest_kj_mol": 0.00, "e_tot_ha": -4280.405712}

---

No. 5
{"formula": "C2H9N2S2", "method": "wB97M-V/def2-TZVPD", "elements": ["C", "S", "S", "H", "H", "H", "H", "N", "C", "N", "H", "H", "H", "H", "H"], "coordinates": [[3.054, -0.328, -1.011], [1.477, -0.562, -0.150], [0.308, 1.266, -1.325], [3.814, 0.064, -0.328], [3.115, 0.398, -1.820], [3.289, -1.350, -1.293], [1.174, 2.180, -0.854], [-3.125, -0.188, 0.405], [-2.062, -0.628, 1.086], [-1.048, 0.152, 1.236], [-2.960, 0.771, 0.134], [-3.924, -0.779, 0.283], [-2.238, -1.599, 1.536], [-0.177, -0.147, 1.674], [-0.698, 0.751, 0.427]], "lowdin_spin": [0.041, 0.496, 0.431, 0.002, 0.006, 0.008, 0.018, 0.000, -0.001, -0.002, 0.001, 0.000, 0.000, 0.001, 0.000], "e_lumo_ev": [-0.03, -0.04], "orbital_gap_ev": [5.178, 7.010], "homo_ev": [-5.21, -7.05], "de_lowest_kj_mol": 42.11, "s2": 0.754, "multiplicity": 2, "e_tot_ha": -987.388953}

---

No. 6
{"formula": "C6H8N2O", "method": "wB97M-V/def2-TZVPD", "elements": ["H", "N", "C", "C", "C", "N", "C", "O", "C", "C", "H", "H", "H", "H", "H", "H", "H"], "coordinates": [[2.545, 0.010, -1.046], [1.644, 0.116, -1.517], [0.665, 0.187, -0.708], [-0.735, 0.952, -0.977], [-1.007, 1.545, -2.137], [-1.345, 1.050, 0.243], [-0.876, -0.075, 0.878], [-1.678, -0.629, 1.823], [0.409, -0.441, 0.589], [1.349, -1.368, 1.264], [-0.313, 1.481, -2.968], [-1.896, 2.148, -2.279], [-2.329, 1.272, 0.315], [-1.227, -1.397, 2.206], [1.068, -1.555, 2.304], [1.363, -2.332, 0.743], [2.364, -0.965, 1.268]], "mulliken_charge": [0.216, -0.752, 0.592, 0.228, -1.023, -0.220, 0.423, -0.555, 0.333, -1.474, 0.332, 0.274, 0.283, 0.309, 0.407, 0.269, 0.358], "e_lumo_ev": 0.47, "orbital_gap_ev": 8.292, "homo_ev": -7.82, "de_lowest_kj_mol": 169.29, "e_tot_ha": -418.118806}

---

Max |F| list, top to bottom, in eV/Å: 1.17 1.15 3.46 0.84 2.01 4.65